Below is one molecule with the formula C3H6N2OS2 in a non-equilibrium geometry, with properties calculated with the ωB97M-V functional and the def2-TZVPD basis.

```
14
Properties=species:S:1:pos:R:3
N 0.4749 -1.5749 -1.2680
N -0.3495 -1.2268 -0.0486
C 0.0721 -0.1054 0.3858
C 0.9517 1.0207 -0.2843
S 0.2454 1.5426 -1.8791
O -0.3532 0.3627 1.7191
C -1.7102 0.2527 2.1490
S -2.4553 0.9663 3.4441
H 0.0744 -2.5169 -1.8163
H 1.6444 -1.8055 -0.8503
H 2.1772 0.7904 -0.1809
H 0.8351 2.1921 0.2053
H 0.6702 0.4408 -3.0503
H -2.2773 -0.3389 1.4745
```

Frontier orbital gap (eV): 8.92
Net charge: 0
HOMO energy (eV): -9.03
E_LUMO (eV): -0.1
ΔE to the lowest compared entry with this formula, charge and spin (kJ/mol): 654.0